[1]
17
Properties=species:S:1:pos:R:3:nbo_charge:R:1 method="wB97M-V/def2-TZVPD" relative_energy_kcal_mol=45.3 mol_weight_g_mol=102.13 gap_ev=11.03 homo_ev=-9.97
O -0.887 0.908 0.586 -0.552
O -0.130 -1.678 0.686 -0.718
C 0.840 -0.783 0.182 0.073
C 0.139 0.469 -0.337 0.088
C -0.894 0.279 -1.452 -0.458
C -1.845 0.994 -0.488 -0.054
C 1.916 -0.471 1.217 -0.631
H 1.485 0.039 2.086 0.212
H 0.858 1.278 -0.523 0.177
H 1.302 -1.283 -0.679 0.176
H -0.689 0.762 -2.409 0.211
H -2.049 2.041 -0.746 0.171
H -1.142 -0.775 -1.598 0.223
H 2.383 -1.398 1.557 0.221
H -2.786 0.490 -0.246 0.179
H 2.692 0.175 0.789 0.206
H -0.736 -1.119 1.200 0.476



[2]
17
Properties=species:S:1:pos:R:3:nbo_charge:R:1 method="wB97M-V/def2-TZVPD" relative_energy_kcal_mol=48.5 mol_weight_g_mol=102.13 gap_ev=10.41 homo_ev=-9.52
O -0.920 -1.558 -0.351 -0.715
O -0.432 1.253 0.566 -0.532
C 0.263 -1.097 0.282 0.077
C 0.546 0.374 -0.009 0.090
C 0.268 0.913 -1.423 -0.455
C 0.082 -1.312 1.775 -0.625
C -0.685 1.874 -0.701 -0.049
H -0.369 2.925 -0.708 0.169
H -0.233 0.209 -2.091 0.198
H -0.758 -0.705 2.123 0.231
H 0.981 -1.010 2.325 0.209
H -0.719 -1.700 -1.283 0.465
H 1.133 -1.670 -0.084 0.157
H 1.553 0.613 0.367 0.172
H -1.742 1.811 -0.981 0.178
H 1.117 1.366 -1.938 0.213
H -0.128 -2.364 1.985 0.218



[3]
17
Properties=species:S:1:pos:R:3:nbo_charge:R:1 method="wB97M-V/def2-TZVPD" relative_energy_kcal_mol=49.9 mol_weight_g_mol=102.13 gap_ev=10.92 homo_ev=-9.90
O -0.644 -1.333 -1.523 -0.709
O 0.333 0.763 1.130 -0.520
C 1.327 -0.244 1.097 -0.073
C -1.776 1.344 0.132 -0.619
C -0.737 0.267 0.344 0.062
C -0.031 -0.219 -0.916 0.085
C 1.410 -0.699 -0.357 -0.493
H 2.189 -0.214 -0.945 0.223
H -2.180 1.681 1.090 0.221
H -2.602 0.964 -0.480 0.221
H -1.322 2.201 -0.376 0.212
H 1.680 -1.789 -0.385 0.207
H 1.024 -1.083 1.747 0.163
H -1.196 -0.614 0.835 0.167
H 0.118 0.589 -1.642 0.173
H 2.256 0.175 1.478 0.198
H 0.151 -1.789 -1.230 0.481



[4]
17
Properties=species:S:1:pos:R:3:nbo_charge:R:1 method="wB97M-V/def2-TZVPD" relative_energy_kcal_mol=37.9 mol_weight_g_mol=102.13 gap_ev=10.86 homo_ev=-9.93
O -3.048 0.481 -1.451 -0.514
O 0.245 -0.189 -0.577 -0.534
C 1.112 -0.551 0.479 -0.060
C 2.521 -0.694 -0.053 -0.622
C -1.303 1.239 0.681 -0.639
C -1.950 -0.017 -1.397 0.438
C -1.086 -0.018 -0.147 -0.010
H -1.497 -0.538 -2.266 0.120
H 1.091 0.216 1.266 0.164
H 2.553 -1.404 -0.885 0.215
H 3.182 -1.054 0.743 0.214
H -0.809 1.162 1.653 0.211
H 0.754 -1.492 0.930 0.161
H -1.400 -0.904 0.440 0.185
H -2.372 1.394 0.841 0.238
H 2.902 0.270 -0.405 0.214
H -0.895 2.102 0.147 0.219



[5]
17
Properties=species:S:1:pos:R:3:nbo_charge:R:1 method="wB97M-V/def2-TZVPD" relative_energy_kcal_mol=74.6 mol_weight_g_mol=102.13 gap_ev=8.67 homo_ev=-8.13
O 0.038 -1.562 1.944 -0.702
O 2.013 -1.758 0.912 -0.831
C 1.032 0.143 -1.232 -0.606
C -1.426 1.755 0.202 -0.602
C 0.365 -1.072 0.838 0.672
C -1.349 0.281 -0.214 -0.387
C 0.059 -0.275 -0.166 -0.261
H 2.053 -2.505 0.297 0.497
H -2.450 2.124 0.127 0.209
H 0.681 -0.169 -2.220 0.205
H 1.441 -2.029 1.835 0.543
H -1.729 0.172 -1.236 0.200
H 2.020 -0.286 -1.066 0.220
H -1.999 -0.311 0.434 0.220
H -0.803 2.384 -0.435 0.199
H 1.145 1.230 -1.252 0.211
H -1.091 1.879 1.233 0.210



[6]
17
Properties=species:S:1:pos:R:3:nbo_charge:R:1 method="wB97M-V/def2-TZVPD" relative_energy_kcal_mol=96.5 mol_weight_g_mol=102.13 gap_ev=7.84 homo_ev=-7.54
O 1.984 0.640 0.275 -0.575
O -0.701 1.565 -0.661 -0.729
C 1.356 -1.029 -1.213 -0.729
C -0.415 0.426 0.172 0.121
C -0.202 0.737 1.614 -0.915
C 1.029 0.049 -0.264 0.698
C -1.408 -0.688 -0.168 -0.629
H -1.210 2.157 -0.088 0.484
H 0.935 -1.968 -0.833 0.260
H -0.231 1.784 1.879 0.212
H 1.383 1.044 1.232 0.436
H -2.419 -0.350 0.077 0.229
H -1.212 -1.602 0.402 0.212
H 2.438 -1.122 -1.291 0.242
H 0.893 -0.825 -2.179 0.257
H -0.819 0.115 2.285 0.218
H -1.400 -0.934 -1.238 0.208



[7]
17
Properties=species:S:1:pos:R:3:nbo_charge:R:1 method="wB97M-V/def2-TZVPD" relative_energy_kcal_mol=58.8 mol_weight_g_mol=102.13 gap_ev=9.44 homo_ev=-8.47
O -5.920 -1.044 0.033 -0.927
O -0.062 1.037 0.259 -0.674
C 0.906 0.575 -0.587 0.360
C 1.942 -0.215 -0.306 -0.396
C 0.765 1.229 -1.962 -0.668
C 2.039 -0.412 2.130 -0.432
C 2.036 -1.020 0.945 -0.193
H -6.352 -0.316 0.494 0.464
H -6.664 -1.626 -0.111 0.463
H 2.126 0.667 2.100 0.207
H 0.804 0.524 -2.784 0.229
H 0.010 0.386 0.983 0.487
H 1.680 1.810 -2.127 0.222
H 2.043 -2.099 0.816 0.203
H 1.972 -1.014 3.028 0.205
H -0.051 1.940 -1.885 0.232
H 2.725 -0.422 -1.027 0.216



[8]
17
Properties=species:S:1:pos:R:3:nbo_charge:R:1 method="wB97M-V/def2-TZVPD" relative_energy_kcal_mol=35.3 mol_weight_g_mol=102.13 gap_ev=10.56 homo_ev=-9.67
O -1.749 -0.087 -1.074 -0.528
O 2.366 0.164 0.901 -0.725
C -0.315 1.042 0.372 -0.421
C -0.839 -1.087 -0.642 -0.068
C -1.760 0.940 -0.099 -0.069
C 0.133 -0.427 0.363 -0.272
C 1.593 -0.580 -0.023 -0.048
H -2.138 1.849 -0.576 0.193
H 1.888 -1.642 -0.014 0.163
H 3.158 0.482 0.459 0.472
H -2.429 0.681 0.738 0.157
H 1.727 -0.208 -1.052 0.159
H -0.003 -0.861 1.361 0.209
H 0.275 1.618 -0.351 0.202
H -1.380 -1.925 -0.180 0.171
H -0.325 -1.470 -1.534 0.180
H -0.201 1.512 1.352 0.225